(1)
21
Properties=species:S:1:pos:R:3 method="wB97M-V/def2-TZVPD" smiles=NCc1ccc(B(O)O)cc1 lumo_ev=0.48 de_lowest_kj_mol=0.0 orbital_gap_ev=9.3365
O 1.56 1.98 -2.91
O -0.56 1.07 -3.75
N 0.25 -1.26 3.36
C 0.13 0.62 -1.31
C -0.39 -0.70 1.08
C -0.80 -1.33 2.37
C -0.09 1.37 -0.15
C -0.14 -1.43 -0.09
C 0.10 -0.76 -1.27
C -0.42 0.71 1.04
B 0.38 1.27 -2.74
H 1.98 2.09 -2.04
H -0.04 2.42 -0.20
H 0.28 -1.33 -2.18
H 1.08 -1.66 2.96
H -1.14 -2.37 2.24
H -1.68 -0.79 2.71
H -0.61 1.27 1.87
H -0.13 -2.53 -0.12
H 0.50 -0.31 3.58
H -0.26 1.66 -4.47



(2)
20
Properties=species:S:1:pos:R:3 method="wB97M-V/def2-TZVPD" smiles="CC(C)=C(Br)[C@@H](C)C(=O)Br" lumo_ev=0.58 de_lowest_kj_mol=163.0 orbital_gap_ev=9.8433
Br -0.89 2.78 0.12
Br 3.62 0.06 -0.93
O 3.06 -0.63 1.67
C 0.73 0.13 2.18
C 2.62 -0.16 0.67
C -2.41 0.18 -1.54
C -1.04 0.09 -0.94
C -0.43 -1.26 -1.18
C -0.36 1.01 -0.25
C 1.13 0.61 0.79
H 0.36 -0.99 2.09
H 1.34 1.70 0.68
H -0.30 -1.47 -2.21
H -3.10 -0.61 -1.32
H -2.86 1.03 -1.19
H -1.03 -2.17 -0.87
H 0.38 -1.51 -0.61
H -0.02 0.82 2.45
H 1.46 0.30 2.96
H -2.24 0.08 -2.56



(3)
23
Properties=species:S:1:pos:R:3 method="wB97M-V/def2-TZVPD" lumo_ev=-4.92 charge=+1 de_lowest_kj_mol=0.0 orbital_gap_ev=7.5953
Br -4.94 -0.18 -0.25
S -0.95 1.20 0.91
N 2.12 2.74 -0.40
N 1.54 -0.65 0.51
N 1.79 0.69 0.61
N 1.12 1.12 -1.66
C -2.12 -0.89 -0.07
C -2.63 1.23 0.70
C 1.64 1.51 -0.59
C -0.85 -0.44 0.28
C -3.11 0.07 0.15
C 0.37 -2.65 -0.01
C 0.35 -1.18 0.24
H -0.56 -3.01 -0.43
H -3.20 2.09 0.97
H 1.92 3.42 -1.12
H 2.62 0.90 1.15
H 1.19 -2.92 -0.69
H 0.83 0.17 -1.78
H 0.53 -3.17 0.93
H 2.35 3.08 0.52
H 2.34 -1.29 0.52
H -2.34 -1.85 -0.49



(4)
23
Properties=species:S:1:pos:R:3 method="wB97M-V/def2-TZVPD" smiles="CCCSn1cc(Cl)c(=[NH2+])c(Cl)n1" lumo_ev=-4.59 charge=+1 de_lowest_kj_mol=104.6 orbital_gap_ev=8.3745
Cl 1.41 -1.96 3.29
Cl 4.51 -1.10 -1.15
S -0.52 1.28 -0.65
N 4.06 -1.89 2.04
N 1.05 0.08 0.19
N 0.80 -0.57 1.29
C 3.26 -0.83 0.00
C 3.10 -1.35 1.29
C 2.15 -0.10 -0.47
C -4.29 1.69 -1.26
C -2.82 1.30 -1.55
C 1.78 -1.21 1.85
C -2.11 0.40 -0.45
H -4.45 1.99 -0.25
H -4.43 2.49 -1.93
H -5.03 0.82 -1.45
H -2.00 -0.56 -0.65
H 2.21 0.49 -1.48
H -2.15 2.13 -1.58
H 4.90 -2.42 1.74
H -2.70 0.74 -2.45
H -2.52 0.58 0.54
H 3.79 -2.03 3.09



(5)
21
Properties=species:S:1:pos:R:3 method="wB97M-V/def2-TZVPD" lumo_ev="-0.48 / -0.48" de_lowest_kj_mol=249.2 orbital_gap_ev="7.9913 / 8.0083"
Cl -4.08 1.55 0.76
Cl -3.68 -1.51 0.02
Si 1.17 -0.20 -0.01
O -2.91 0.78 -2.24
C -0.64 -0.18 0.09
C 1.47 1.47 0.99
C -2.48 0.41 -1.23
C 1.95 -1.75 0.75
C -1.65 0.11 0.95
C -2.93 0.11 0.15
C 1.25 0.04 -1.93
H 0.99 -2.42 0.95
H 0.32 0.60 -2.13
H 2.48 -1.60 1.68
H 1.23 -1.07 -2.31
H 2.27 1.41 1.75
H 2.53 -2.44 0.04
H 1.63 2.33 0.39
H 2.14 0.52 -2.25
H 0.60 1.72 1.49
H -1.67 0.13 2.09



(6)
33
Properties=species:S:1:pos:R:3 method="wB97M-V/def2-TZVPD" smiles="NC(=O)ON(C(=O)F)C(=O)F.ClCCl.ClCCl.ClCCl.ClCCl" lumo_ev=-1.60 orbital_gap_ev=9.1670
Cl 1.03 -2.61 -3.19
Cl 1.75 -3.34 -0.46
Cl 3.37 -2.25 1.72
Cl 1.93 -0.19 3.20
Cl -4.81 -1.36 -0.13
Cl -4.52 -1.52 2.76
Cl -3.47 5.88 -1.73
Cl -2.03 3.82 -3.21
F -0.75 -1.44 -1.12
F 0.50 3.29 -0.07
O -0.43 -0.97 1.24
O 1.17 0.77 -1.45
O -1.36 1.97 0.72
O 3.45 1.69 -1.98
N 0.60 0.70 -0.24
N 3.05 0.74 0.30
C -2.94 4.19 -1.74
C -0.22 -0.56 -0.04
C -0.15 1.95 0.14
C 2.46 -1.87 3.19
C -3.83 -0.89 1.26
C 2.60 1.10 -1.13
C 1.27 -3.94 -2.05
H 0.34 -4.51 -1.96
H -3.82 3.54 -1.69
H 2.91 1.58 0.90
H -3.79 0.20 1.32
H -2.82 -1.29 1.14
H 1.58 -2.52 3.24
H 2.06 -4.60 -2.43
H -2.30 4.01 -0.87
H 4.06 0.48 0.31
H 3.10 -2.05 4.06



(7)
42
Properties=species:S:1:pos:R:3 method="wB97M-V/def2-TZVPD" lumo_ev=4.46 charge=-2 orbital_gap_ev=7.5217
Cl -2.45 -1.72 -1.16
S -2.66 1.16 1.41
S -0.64 2.08 -2.50
S 0.33 -2.62 1.98
Mg -0.51 -0.56 -0.50
F 0.83 4.27 -2.57
F -3.51 1.50 3.95
F -2.29 -2.30 2.40
F -1.29 -3.72 3.72
F -1.67 2.55 3.47
F -1.81 -4.29 1.67
F -1.66 0.39 3.81
F 1.25 3.06 -0.81
F 1.99 2.44 -2.73
O -0.57 1.80 -3.93
O -1.38 0.60 0.93
O 0.79 -1.83 3.11
O 1.25 0.37 0.12
O -0.57 0.92 -1.62
O 0.05 -1.80 0.79
O -2.92 2.51 0.92
O -1.68 3.04 -2.16
O 0.88 -1.33 -1.85
O 1.09 -3.82 1.73
O -3.82 0.28 1.28
C -1.40 -3.28 2.45
C 2.42 0.18 -0.63
C 0.54 -1.93 -3.10
C 2.10 -0.61 -1.91
C 1.51 1.06 1.31
C -2.35 1.41 3.28
C 0.96 3.04 -2.10
H -0.10 -2.77 -2.85
H 2.27 1.85 1.29
H 1.82 0.41 2.13
H 1.45 -2.20 -3.64
H 2.89 -1.37 -2.04
H 0.61 1.54 1.69
H -0.02 -1.20 -3.67
H 2.94 1.10 -0.92
H 3.21 -0.24 0.01
H 2.13 0.04 -2.78



(8)
22
Properties=species:S:1:pos:R:3 method="wB97M-V/def2-TZVPD" smiles="CC1=CS[C@@H]2[C@H](O)NC(Cl)=[NH+][C@H]12" lumo_ev=-3.45 charge=+1 de_lowest_kj_mol=0.0 orbital_gap_ev=8.6024
Cl 2.91 1.62 1.03
S -0.92 -1.84 0.87
O 1.73 -2.84 -0.15
N 0.78 1.09 -0.27
N 2.24 -0.64 -0.10
C 1.85 0.54 0.20
C -0.41 0.47 -0.72
C -1.53 0.67 0.17
C 1.33 -1.67 -0.70
C -0.17 -1.35 -0.60
C -1.86 -0.39 0.97
C -2.09 1.97 0.44
H 1.64 -1.67 -1.80
H 1.34 -2.84 0.74
H 0.83 2.07 -0.25
H -1.29 2.64 0.08
H 3.07 -0.90 0.43
H -0.76 0.78 -1.81
H -2.64 -0.36 1.70
H -0.70 -1.75 -1.52
H -2.96 2.21 -0.16
H -2.40 2.20 1.43



(9)
20
Properties=species:S:1:pos:R:3 method="wB97M-V/def2-TZVPD" lumo_ev="0.41 / 0.07" multiplicity=3 de_lowest_kj_mol=67.1 orbital_gap_ev="6.1877 / 9.1637" s_squared=2.01
W -0.73 0.10 -0.01
Cl -3.07 -0.04 -0.10
N -0.42 1.31 1.38
C 0.13 1.64 -0.91
C -0.01 -1.84 -1.25
C 1.17 -1.14 -0.93
C -0.02 2.37 0.45
C 1.26 -1.02 0.50
C 0.09 -1.65 1.07
C -0.71 -2.13 -0.06
H 1.15 1.51 -1.35
H -0.66 1.81 -1.69
H -0.80 3.15 0.43
H 1.96 -0.83 -1.61
H -1.65 -2.72 0.07
H -0.32 -2.16 -2.25
H -0.39 1.29 2.38
H -0.06 -1.89 2.12
H 2.09 -0.64 1.09
H 0.98 2.89 0.69



(10)
22
Properties=species:S:1:pos:R:3 method="wB97M-V/def2-TZVPD" lumo_ev=0.03 de_lowest_kj_mol=90.5 orbital_gap_ev=9.0305
F -0.49 -4.03 0.20
F 1.13 -2.73 -0.64
F -0.85 -2.72 -1.73
O -1.47 0.92 1.70
N -1.60 -1.82 1.41
C -0.11 3.34 1.25
C -1.43 2.95 -0.96
C -0.74 -1.60 0.33
C -0.30 -0.33 0.02
C -0.36 2.34 0.09
C -0.24 -2.80 -0.50
C -0.80 0.97 0.62
H -2.36 3.17 -0.39
H -1.61 -2.70 1.95
H 0.47 4.18 0.95
H -1.44 2.15 -1.75
H 0.49 -0.25 -0.74
H -1.91 -0.90 1.83
H -1.01 3.65 1.92
H -1.17 3.87 -1.44
H 0.62 2.20 -0.42
H 0.58 2.82 2.03



| no. | F_max (hartree/bohr) |
| --- | --- |
| 1 | 0.071 |
| 2 | 0.071 |
| 3 | 0.026 |
| 4 | 0.083 |
| 5 | 0.088 |
| 6 | 0.200 |
| 7 | 0.051 |
| 8 | 0.101 |
| 9 | 0.086 |
| 10 | 0.075 |